Formula: C30H90N18O12
Source: OMol25
Level of theory: the ωB97M-V functional and the def2-TZVPD basis

```
150
Properties=species:S:1:pos:R:3:forces:R:3:mulliken_spin:R:1
C -2.89133 4.16026 -4.42893 1.4 -2.1 -0.5 -0.022
O -3.76953 4.94414 -4.16308 -3.5 3.9 1.2 0.669
N -2.93232 2.94811 -3.97183 -1.7 -2.6 1.8 0.037
N -1.88159 4.37249 -5.18637 2.3 1.6 -1.7 0.027
H -2.15234 2.31433 -4.07219 0.0 -0.2 -0.3 0.010
H -3.82073 2.62280 -3.61829 0.4 -0.2 0.4 0.001
H -1.38878 3.49975 -5.31110 1.3 0.2 -1.0 0.002
H -1.79555 5.18438 -5.78096 0.0 -0.2 0.2 -0.003
C 0.17032 -2.60507 5.17097 -2.1 -3.5 -0.4 0.000
O -0.30438 -3.70265 5.37640 -0.1 -2.1 1.5 0.000
N 1.28922 -2.13205 5.61282 3.7 1.1 1.7 0.000
N -0.40215 -1.83583 4.32487 -2.5 3.0 -3.2 0.000
H 1.48261 -1.23525 5.19037 0.7 0.1 1.1 0.000
H 1.63261 -2.47471 6.49868 0.2 0.4 -0.3 0.000
H -1.27415 -2.13678 3.91360 0.2 0.0 0.0 0.000
H -0.05503 -0.89028 4.25039 -0.8 -0.2 -0.5 0.000
C -1.42720 7.32328 -3.18386 0.6 0.7 -1.0 -0.009
O -2.58755 7.16676 -3.49152 -3.0 -1.6 -0.6 0.269
N -0.95440 8.55222 -3.16167 2.2 2.1 0.8 0.014
N -0.51858 6.36554 -3.02456 0.4 -1.2 0.3 0.007
H 0.01801 8.62219 -2.89780 -0.2 0.5 0.0 0.002
H -1.46975 9.41950 -3.21004 -0.3 -0.6 0.0 -0.001
H -0.80416 5.43286 -3.28658 0.5 0.1 0.2 -0.006
H 0.45357 6.62768 -2.94509 -0.2 -0.5 0.0 0.000
C 1.61231 1.27428 4.15308 -5.2 -0.1 2.4 0.000
O 0.59103 0.54647 4.40529 2.8 2.7 0.2 0.000
N 2.49315 0.95437 3.30728 3.4 -2.3 -3.6 0.000
N 1.85858 2.48354 4.65973 -1.1 2.1 1.6 0.000
H 2.46926 -0.01235 3.01578 0.5 0.3 -0.5 0.000
H 3.15301 1.66210 3.01777 0.3 -0.9 -0.2 0.000
H 2.53633 3.11365 4.25514 -0.1 -0.3 0.1 0.000
H 1.11882 2.95401 5.16125 0.1 -0.2 0.0 0.000
C 0.61815 1.44497 -5.53491 -1.5 -2.5 -0.7 0.000
O -0.29417 2.15195 -5.20348 -2.4 3.4 1.7 0.001
N 0.53066 0.16307 -5.38373 0.7 -3.6 -0.2 0.000
N 1.63960 1.81260 -6.23390 3.3 3.4 -1.9 0.000
H -0.22154 -0.35446 -4.95193 0.0 0.3 0.2 0.000
H 1.15001 -0.37498 -5.97279 0.0 -0.5 0.7 0.000
H 1.70739 2.81538 -6.33347 0.3 -0.2 -0.3 0.000
H 2.34910 1.25934 -6.69283 -0.4 -0.1 0.5 0.000
C 4.03717 -1.74397 -1.47638 1.2 -2.6 -0.5 0.000
O 4.23769 -2.76949 -2.09167 -0.3 -1.0 -2.1 0.000
N 4.26934 -0.53308 -1.82218 1.1 5.0 -3.4 0.000
N 3.67269 -1.78124 -0.26205 -2.2 -1.5 6.5 0.000
H 4.07411 0.19305 -1.14785 0.0 0.0 -0.7 0.000
H 4.28313 -0.35194 -2.81570 0.3 0.5 0.2 0.000
H 3.72394 -1.05359 0.43653 0.0 0.0 -0.6 0.000
H 3.51418 -2.70949 0.10310 -0.2 -0.4 0.5 0.000
C -5.27896 -1.37380 2.87661 1.0 -1.9 -0.4 0.000
C -5.39337 -2.93776 2.99330 0.8 0.5 -1.6 0.000
C -4.04876 -3.63805 3.25038 -0.3 0.3 0.8 0.000
O -3.00670 -3.10102 2.45478 0.4 0.0 -0.9 0.000
C -2.86551 -3.79976 1.19305 0.2 -0.4 1.0 0.000
N -6.43117 -3.29112 3.92151 0.1 -0.2 0.2 0.000
H -6.21996 -1.04454 2.43593 0.2 0.5 0.2 0.000
H -4.42070 -1.21961 2.22261 -0.2 0.6 -0.3 0.000
H -5.02372 -0.93169 3.83967 -0.4 0.1 0.1 0.000
H -5.65390 -3.31999 2.00632 -0.6 0.2 -0.3 0.000
H -4.02931 -4.72069 3.12540 -0.6 -0.1 -0.1 0.000
H -3.87051 -3.49346 4.31594 0.8 0.3 0.1 0.000
H -2.13292 -3.32986 0.53684 -0.4 0.7 0.1 0.000
H -3.82483 -3.97987 0.70792 0.0 0.4 -0.2 0.000
H -2.43045 -4.78462 1.36297 -0.1 -0.3 0.3 0.000
H -6.06497 -2.98283 4.81086 -0.1 -0.2 0.7 0.000
H -7.13293 -2.59471 3.71499 -0.7 -0.2 0.2 0.000
C 1.19529 -5.87280 0.20639 -0.4 -0.6 0.7 0.000
C 2.30004 -5.55392 1.19492 -0.2 0.4 0.1 0.000
C 3.09405 -6.81320 1.67387 -1.3 0.7 0.4 0.000
O 2.37577 -7.48475 2.68279 -0.6 -0.9 0.1 0.000
C 2.18526 -6.88093 3.95108 0.7 0.7 0.4 0.000
N 3.19197 -4.56203 0.58829 0.5 -0.8 0.3 0.000
H 1.64088 -6.27214 -0.70470 -0.1 -0.3 -0.1 0.000
H 0.52792 -5.06305 -0.08860 0.4 0.4 0.2 0.000
H 0.54018 -6.59484 0.69382 0.0 -0.4 -0.3 0.000
H 1.91358 -5.06977 2.09178 -0.3 -0.2 0.1 0.000
H 4.08746 -6.56706 2.04888 0.3 0.4 0.1 0.000
H 3.22491 -7.48993 0.82947 -0.1 -0.3 0.1 0.000
H 3.12357 -6.56303 4.40563 0.5 0.0 -0.2 0.000
H 1.76756 -7.56936 4.68572 -0.2 -0.4 -0.6 0.000
H 1.56750 -5.98364 3.98776 -0.4 0.0 -0.5 0.000
H 3.36397 -4.90862 -0.34466 0.3 0.2 -0.6 0.000
H 4.03104 -4.82738 1.08391 1.0 0.9 -0.1 0.000
C 0.73413 -3.80233 -2.58165 -2.3 -1.8 0.3 0.000
C 0.72627 -3.39993 -4.03392 -0.3 0.1 0.0 0.000
C -0.63859 -2.90707 -4.63685 2.7 -1.5 1.1 0.000
O -0.91773 -1.72828 -3.89061 0.3 -1.5 0.2 0.000
C -2.25734 -1.49265 -4.03052 -1.8 2.1 -2.0 0.000
N 1.64945 -2.31511 -4.13200 1.5 1.6 -0.4 0.000
H 1.61334 -4.31935 -2.19722 0.3 0.5 -0.4 0.000
H -0.05906 -4.54427 -2.48952 -0.2 -0.5 0.3 0.000
H 0.37047 -3.03977 -1.89292 0.5 0.5 -0.1 0.000
H 1.12053 -4.17449 -4.69175 -0.2 -0.4 0.1 0.000
H -1.42678 -3.65963 -4.61413 -0.2 0.0 0.8 0.000
H -0.44004 -2.85565 -5.70737 -0.1 1.3 -0.3 0.000
H -2.91417 -2.36030 -4.09239 0.1 -0.1 0.8 0.000
H -2.31742 -1.04695 -5.02342 -0.7 0.0 -0.8 0.000
H -2.65231 -0.64880 -3.46483 0.2 -0.5 1.0 0.000
H 2.46976 -2.59309 -3.61245 0.9 -0.6 -0.5 0.000
H 1.37877 -1.60933 -3.46214 -0.8 0.6 -0.1 0.000
C -1.84174 3.23831 2.00096 1.1 0.3 0.4 0.000
C -3.13525 2.93067 2.73825 0.3 -2.2 0.6 0.000
C -3.00417 2.72710 4.27752 -0.5 -0.1 1.1 0.000
O -4.23650 2.25095 4.93918 0.6 -0.7 -0.4 0.000
C -4.06434 1.30236 6.06620 0.6 1.3 -1.4 0.000
N -4.15817 3.83605 2.39486 -0.8 1.5 0.0 0.000
H -1.12443 2.41892 2.04760 -0.2 -0.5 0.0 0.000
H -1.20696 4.03963 2.37920 -0.5 0.5 0.5 0.000
H -2.00392 3.51535 0.95931 -0.4 -0.1 0.1 0.000
H -3.50265 1.99114 2.32546 0.2 -0.5 0.1 0.000
H -2.81099 3.71142 4.70402 0.1 0.4 0.1 0.000
H -2.18287 2.10046 4.62523 0.2 -0.3 -0.5 0.000
H -5.04813 1.11245 6.49538 0.1 0.2 -0.1 0.000
H -3.37800 1.75718 6.78046 -0.2 0.1 0.3 0.000
H -3.59902 0.36550 5.75982 -0.1 -0.1 -0.3 0.000
H -3.89189 4.74001 2.75825 -0.1 0.5 -0.1 0.000
H -4.98120 3.58673 2.92454 -0.4 -0.1 0.0 0.000
C -0.31326 2.16495 -1.73266 1.0 -2.2 0.8 0.004
C -0.88606 0.77145 -1.13708 -0.6 2.1 -1.9 0.003
C 0.13180 -0.04812 -0.37431 -0.2 0.2 0.4 0.000
O -0.48658 -1.17150 0.25068 -0.7 1.2 -1.2 0.000
C 0.36189 -1.85141 1.10269 1.0 -1.0 -0.2 0.000
N -2.04311 1.22036 -0.39781 -0.5 -0.6 1.6 0.000
H 0.30714 1.88395 -2.58370 0.1 0.5 -0.2 -0.001
H 0.32887 2.62031 -0.97873 0.1 -0.1 0.0 0.000
H -1.02252 2.95896 -1.96634 -0.5 -0.7 -0.2 0.000
H -1.26714 0.19315 -1.97877 0.1 -0.2 -0.1 -0.003
H 0.49559 0.69758 0.33258 0.4 -0.2 1.0 0.000
H 1.00796 -0.37603 -0.93370 0.0 -0.1 -0.5 0.000
H -0.13266 -2.74176 1.49100 -0.5 0.7 0.8 0.000
H 0.79686 -1.12763 1.79192 -0.1 -0.4 0.8 0.000
H 1.17825 -2.35750 0.58738 0.5 0.4 -0.6 0.000
H -1.78270 1.87570 0.32525 0.5 0.8 -0.7 0.000
H -2.30274 0.52593 0.28809 -0.6 -1.2 -0.4 0.000
C 2.79683 3.92132 -2.90959 0.6 -1.2 -0.9 0.000
C 3.12288 3.08639 -1.65699 2.4 2.3 -1.7 0.000
C 4.64995 3.39626 -1.32558 1.5 0.2 -1.6 0.000
O 5.06271 4.76077 -0.90520 -3.3 -1.6 0.2 0.000
C 6.38684 4.97278 -0.48590 -0.7 -0.4 -0.2 0.000
N 2.36035 3.64436 -0.62903 -0.8 0.3 2.8 0.000
H 3.45316 3.55190 -3.69754 0.2 0.3 -0.3 0.000
H 3.03685 4.96992 -2.73374 -0.1 0.0 0.1 0.000
H 1.79724 3.79891 -3.32665 -0.3 0.0 0.5 0.000
H 3.02132 2.00722 -1.77180 -0.2 0.1 -0.2 0.000
H 5.24212 3.38639 -2.24064 -0.1 -1.1 -0.3 0.000
H 4.96650 2.56575 -0.69459 0.5 0.4 0.7 0.000
H 6.34475 6.05662 -0.37808 1.0 -0.1 0.2 0.000
H 7.07501 4.60775 -1.24831 0.3 0.3 0.0 0.000
H 6.57546 4.44970 0.45161 0.2 0.2 0.2 0.000
H 2.99263 4.35247 -0.28422 -0.4 1.2 0.1 0.000
H 2.43170 3.03782 0.17540 -0.6 -0.6 0.4 0.000
```
Forces are in eV/Å.

Summary:
- strongest force on any atom (eV Å⁻¹) = 7.0
- molar mass (Da) = 895.164
- highest occupied orbital energy (spin up / spin down) (eV) = -10.15 / -10.15
- Kohn-Sham gap (spin up / spin down) (eV) = 7.789 / 3.165
- net charge = +1
- multiplicity = 2
- ΔE to the lowest compared entry with this formula, charge and spin (kcal/mol) = 47.6